ORCA calculation (the ωB97M-V functional and the def2-TZVPD basis) on a structure of composition C51H74BBrN7P2Ta in a non-equilibrium geometry.

Calculated values
multiplicity = 1
charge = +2
HOMO-LUMO gap = 5.8 eV
molar mass = 1118.8 g mol⁻¹

Last column: Mulliken charge in e.
Geometry (Å):
H 3.61929 -2.05146 -3.97278  0.57
H -1.07600 1.68439 5.21923  0.71
H 0.20876 6.47341 -2.58382  0.35
H 1.50483 -3.51269 3.93625  0.43
H -4.05341 -1.34737 0.17773  0.39
H 2.75777 -2.31135 -0.80098  -0.14
C 3.09016 -1.13367 -4.19208  -0.66
H 0.15287 2.89755 2.29165  0.57
C 2.04662 -2.37136 -1.62793  -1.60
H 0.27183 0.23524 6.29518  0.60
C -4.31171 3.28666 2.11310  -0.77
C -2.58557 1.48106 1.60313  0.01
C -2.57685 -3.70744 4.29814  -0.80
C 0.20084 -0.05110 5.24553  -1.06
H 0.68886 -2.57940 -4.08796  0.38
H -1.52930 6.63205 -2.75523  0.52
H -2.29368 -3.59813 -2.04460  0.76
H -3.10867 4.93506 -2.02619  0.60
H -2.65699 2.76912 3.25423  0.41
H 2.87574 2.17274 -2.10397  0.23
H 4.03280 3.49787 -2.10275  0.55
H 2.51194 -2.94841 -2.42536  0.20
H -1.68429 -0.62642 3.65299  -0.57
H -6.08722 2.22493 -0.57967  0.43
H 1.76698 6.31885 -1.50124  0.31
H -3.38875 -2.80902 2.59652  0.41
C 3.44114 3.04370 3.04508  -0.95
C 2.85154 1.26998 1.60062  -0.65
H -0.32294 -1.01070 5.22618  0.21
H 0.24776 -5.20503 -4.28123  0.47
H -0.49541 -4.29308 1.54784  0.28
N 1.56114 1.55987 1.63048  1.65
C 1.20101 2.63496 2.33838  -1.23
Ta -0.20978 -0.36880 0.59388  1.12
H 4.04943 -0.86982 -6.08137  0.44
C -2.39460 -2.74765 0.22966  0.41
H -4.43028 0.83139 -1.21511  0.38
C 3.08756 3.15147 -1.67692  -1.91
H 2.96290 5.09239 -3.68348  0.59
H 2.56846 -0.50355 2.83216  -0.37
H -4.49409 4.07381 2.83535  0.46
N -1.42008 -2.11640 1.11006  1.32
C -5.22398 2.23836 0.07520  -0.66
C -0.60351 1.02077 4.49249  -0.07
C -1.63663 -4.41841 -2.33935  -2.07
H 2.22704 -0.66386 5.52800  0.43
H -0.77466 -5.49360 0.27606  0.30
H 2.19548 -4.38852 2.05058  0.63
H -0.94487 -3.09814 -4.47555  0.67
H 1.24070 2.18436 -5.06180  0.69
C 0.42634 -3.41964 3.91318  -0.41
H -0.22762 5.98053 0.02501  0.30
H 3.09340 -3.62626 0.74440  0.55
C 2.09806 3.39736 3.06030  -0.86
C -3.19585 2.52111 2.34662  -0.23
C 2.07624 4.48306 -3.49158  -1.97
H -1.90447 -4.92425 5.88248  0.44
H 2.12659 5.28897 -0.11179  0.22
H 2.68601 -5.29854 -1.21204  0.28
C -0.23203 -4.29471 4.73749  -0.91
H -2.95991 -3.50834 0.76593  0.93
H -1.54367 4.85149 0.40933  0.13
C -0.21365 -3.93027 -2.62872  2.54
H -1.65816 -5.18094 -1.56061  0.29
N -1.61020 0.74950 2.13792  -0.21
H -3.21678 -0.29938 -2.05680  0.72
H -3.93603 -2.44752 -1.19977  0.72
C -1.59825 -4.33187 5.03007  -0.78
H 2.84253 1.20305 -6.63090  0.44
C -2.59301 -0.75170 -1.28697  -0.62
H 2.51416 -6.16498 0.31240  0.50
H 2.18913 3.56206 -4.06079  0.43
H 3.23295 3.04699 -0.60389  0.29
C -0.28799 -2.79313 -3.65791  -2.10
C 2.16811 -0.58692 -3.30689  0.29
C -3.35583 -1.82966 -0.51186  -1.36
C -5.27140 3.13816 1.11252  -0.76
C -2.44550 -3.04911 3.07319  -0.99
P 0.33897 3.50416 -1.35017  0.71
C 1.53707 0.63181 -3.58036  0.96
H -1.74047 -1.20241 -1.79851  -0.28
C -0.03907 -2.40390 3.03248  1.18
C 2.32796 5.44530 -1.17365  -1.86
H 1.75902 4.25730 3.62033  0.60
H 1.68553 -2.80280 1.44759  -0.26
C 3.33416 -0.46540 -5.37847  -1.05
H 0.07961 1.63492 3.91338  -0.47
C 2.09360 -3.77384 1.15345  -1.63
H -2.05658 -4.86686 -3.24217  0.58
C 0.58959 -5.07083 -3.25243  -1.68
C -0.70536 5.91322 -2.76128  -2.11
C 1.96163 -5.64784 -0.47570  -1.71
C -4.20547 1.36373 -0.30258  0.49
H -2.67668 0.76574 3.93311  1.19
H -1.89121 6.36891 -0.42365  0.50
Br 3.32144 -0.22050 0.52750  0.20
H -2.56219 3.39698 -1.37053  0.39
C 1.76233 1.27681 -4.79233  -1.34
H -1.81010 -3.27636 -0.53136  -2.38
C 1.17608 -4.50108 0.15924  2.30
H 3.38995 5.67977 -1.27836  0.53
C -1.16683 5.55473 -0.33628  -1.66
H 4.16986 3.61293 3.60620  0.52
C 2.66170 0.71595 -5.68248  -1.09
H 0.43292 -6.01459 -2.73613  0.39
N 1.68699 -1.05784 -2.09624  0.73
H 0.05615 2.59696 -3.61842  0.58
H 1.65962 -4.86385 -3.29074  0.24
N 0.69305 -1.37243 2.64295  0.35
C -0.02153 -5.06457 0.93682  -1.04
C -1.33108 -2.57666 2.38125  -1.17
C 1.63285 -0.20870 4.73450  -0.82
C -2.96769 1.06930 0.26367  -0.18
P 0.50006 -3.17242 -1.01902  1.60
H 2.03766 0.79409 4.57525  0.16
H -6.14292 3.77733 1.17040  0.42
H -2.28761 3.78524 -3.07720  0.33
H 0.39884 -4.98241 5.28780  0.49
C -0.98721 4.85738 -1.69360  2.32
H 4.87429 1.66194 2.19992  0.63
H 1.21849 5.02648 -3.87189  0.07
C -1.69435 0.45705 3.57051  -0.60
B 0.76929 -0.10567 -1.51890  1.18
H 2.39486 -1.95751 3.73496  0.70
C 1.87202 -1.04753 3.44792  -0.70
C -0.07717 2.19231 -2.61693  -1.40
H -0.68603 -1.86665 -3.23964  0.11
N 0.70632 0.96169 -2.50880  0.59
H -0.67446 5.47680 -3.75913  0.40
N -2.08814 0.22214 -0.32197  0.48
H 1.30688 -6.37905 -0.94231  0.36
H -3.59502 -3.80683 4.65452  0.48
H -1.13312 1.95954 -2.48475  0.01
H 0.31741 -5.86111 1.60317  0.57
C -2.30871 4.19051 -2.06486  -2.25
C 2.00005 4.18859 -1.99248  2.29
C 3.83940 1.96031 2.27966  -0.76

Atoms 1-3, force components in eV/Å:
H -0.008 -0.018 0.016
H 0.016 0.051 -0.021
H -0.057 -0.012 -0.083